Entry 1:
{
  "formula": "C3H6N2S",
  "method": "ωB97M-V with the def2-TZVPD basis set",
  "energy_ha": -625.4790,
  "e_homo_ha": -0.3282,
  "lumo_ev": 0.87,
  "de_lowest_ev": 3.890,
  "smiles": "S/N=C\\N1CC1",
  "species": ["S", "N", "C", "N", "C", "C", "H", "H", "H", "H", "H", "H"],
  "positions_angstrom": [[-0.168, 0.093, 2.960], [0.956, -0.181, 1.720], [0.801, -0.265, 0.484], [-0.476, 0.074, -0.194], [-0.552, 0.967, -1.191], [-0.498, -0.511, -1.548], [0.590, -0.704, 3.996], [1.658, -0.458, -0.107], [0.195, 1.726, -1.446], [-1.619, 1.452, -1.366], [0.466, -1.059, -1.639], [-1.354, -1.133, -1.670]],
  "atomic_forces_ev_per_a": [[1.35, -1.54, 0.97], [0.70, -0.89, 1.16], [-2.93, 2.41, 0.31], [1.25, -3.17, 4.21], [-2.39, 2.68, -3.95], [1.50, 0.08, 1.12], [-1.32, 1.69, -2.00], [0.80, -0.39, -0.85], [0.32, -0.68, 0.06], [2.10, -0.98, 0.58], [-0.73, 0.76, -0.98], [-0.65, 0.03, -0.62]],
  "nbo_charge": [0.19, -0.58, 0.25, -0.46, -0.21, -0.28, 0.14, 0.16, 0.20, 0.20, 0.19, 0.21]
}

---

Entry 2:
{
  "formula": "C3H6N2S2",
  "method": "ωB97M-V with the def2-TZVPD basis set",
  "energy_ha": -1023.7570,
  "e_homo_ha": -0.3244,
  "lumo_ev": 0.62,
  "de_lowest_ev": 1.249,
  "smiles": "[H]/N=C1\\CSCSN1",
  "species": ["H", "N", "C", "C", "S", "C", "S", "N", "H", "H", "H", "H", "H"],
  "positions_angstrom": [[-0.798, -1.443, 2.575], [-1.327, -0.628, 2.088], [-0.518, -0.068, 1.249], [0.766, -0.632, 0.961], [0.758, -1.442, -0.684], [0.188, 0.038, -1.686], [0.066, 1.584, -0.721], [-0.930, 1.014, 0.521], [1.556, 0.128, 0.895], [1.060, -1.292, 1.752], [0.952, 0.415, -2.473], [-0.818, -0.151, -2.114], [-1.969, 1.345, 0.439]],
  "atomic_forces_ev_per_a": [[-1.35, 1.77, -1.14], [1.41, -0.93, 0.69], [-3.13, -0.83, 1.91], [2.58, 0.66, -1.21], [-0.20, 0.74, -0.41], [0.69, 1.09, -0.71], [-0.04, -0.72, 0.04], [-2.18, 1.89, -1.03], [-0.22, -0.08, 0.12], [0.09, -0.73, 0.00], [-1.21, -1.28, 0.96], [0.86, -0.13, 0.05], [2.70, -1.44, 0.72]],
  "nbo_charge": [0.33, -0.68, 0.39, -0.60, 0.21, -0.70, 0.43, -0.78, 0.24, 0.25, 0.24, 0.23, 0.43]
}

---

Entry 3:
{
  "formula": "C3H6N2S2",
  "method": "ωB97M-V with the def2-TZVPD basis set",
  "energy_ha": -1023.7462,
  "e_homo_ha": -0.3080,
  "lumo_ev": 0.26,
  "de_lowest_ev": 1.543,
  "smiles": "CN(S)/C=N\\C=S",
  "species": ["C", "N", "S", "C", "N", "C", "S", "H", "H", "H", "H", "H", "H"],
  "positions_angstrom": [[-1.145, 0.950, -0.445], [0.266, 0.752, -0.775], [0.768, 1.013, -2.383], [1.158, 0.225, 0.111], [0.928, -0.162, 1.301], [-0.131, -0.620, 1.999], [-1.154, -1.815, 1.569], [-1.220, 1.333, 0.568], [-1.573, 1.666, -1.160], [-1.698, -0.004, -0.516], [1.033, 2.336, -2.272], [2.181, 0.194, -0.264], [-0.196, -0.172, 2.987]],
  "atomic_forces_ev_per_a": [[-0.22, -0.30, -0.44], [-0.06, -0.02, -0.25], [0.10, 0.17, 0.24], [-0.26, -0.15, 0.13], [0.05, -0.04, 0.08], [0.35, 0.30, -0.32], [-0.10, -0.14, -0.04], [-0.09, 0.04, 0.07], [0.21, -0.19, 0.35], [0.20, 0.41, 0.13], [-0.03, -0.14, -0.08], [-0.10, 0.05, 0.03], [-0.04, 0.01, 0.10]],
  "nbo_charge": [-0.42, -0.55, 0.21, 0.35, -0.51, -0.10, -0.13, 0.22, 0.22, 0.23, 0.10, 0.20, 0.19]
}

---

Entry 4:
{
  "formula": "C3H6N2S2",
  "method": "ωB97M-V with the def2-TZVPD basis set",
  "energy_ha": -1023.7652,
  "e_homo_ha": -0.3306,
  "lumo_ev": -0.52,
  "de_lowest_ev": 1.027,
  "smiles": "[H]/N=C(/N)[C@H](S)C=S",
  "species": ["H", "N", "C", "N", "C", "S", "C", "S", "H", "H", "H", "H", "H"],
  "positions_angstrom": [[-1.439, -1.652, 0.476], [-0.481, -1.793, 0.815], [0.195, -0.722, 0.593], [1.553, -0.706, 0.853], [-0.322, 0.636, 0.137], [-2.121, 0.759, -0.041], [0.265, 1.075, -1.212], [0.763, 0.156, -2.412], [1.805, -1.579, 1.300], [1.911, 0.190, 1.109], [-0.102, 1.425, 0.883], [-2.251, 0.017, -1.125], [0.225, 2.194, -1.376]],
  "atomic_forces_ev_per_a": [[0.23, -0.12, 0.35], [0.24, 1.16, -0.87], [-0.28, -0.76, 0.82], [-1.28, -0.51, -0.49], [0.20, 0.14, -0.91], [-0.17, 0.44, 0.60], [-0.52, 1.63, 0.33], [0.15, -0.43, -0.11], [0.59, 0.49, 0.22], [0.65, -0.08, 0.40], [0.04, -0.47, -0.22], [0.11, -0.33, -0.50], [0.04, -1.15, 0.38]],
  "nbo_charge": [0.34, -0.69, 0.43, -0.82, -0.49, 0.04, -0.30, 0.12, 0.41, 0.38, 0.25, 0.13, 0.21]
}

---

Entry 5:
{
  "formula": "C3H6N2S2",
  "method": "ωB97M-V with the def2-TZVPD basis set",
  "energy_ha": -1023.7770,
  "e_homo_ha": -0.2941,
  "lumo_ev": 0.24,
  "de_lowest_ev": 0.706,
  "smiles": "NC(N)=CC(=S)S",
  "species": ["N", "C", "N", "C", "C", "S", "S", "H", "H", "H", "H", "H", "H"],
  "positions_angstrom": [[1.947, 1.063, 0.214], [1.747, -0.282, 0.069], [2.778, -1.111, -0.231], [0.394, -0.743, 0.016], [-0.753, -0.020, 0.077], [-0.903, 1.594, -0.087], [-2.224, -0.945, -0.021], [1.146, 1.684, 0.274], [2.794, 1.439, -0.186], [3.719, -0.847, 0.173], [2.542, -2.055, -0.023], [0.267, -1.802, -0.026], [-1.840, -2.207, 0.650]],
  "atomic_forces_ev_per_a": [[1.70, -1.72, -0.15], [-2.80, 2.35, -0.70], [1.95, 0.87, 1.14], [3.17, -1.25, 0.94], [-0.31, -0.09, -0.59], [-0.94, 1.77, 0.15], [-0.61, -2.17, 1.27], [-0.40, -0.18, -0.18], [0.04, 0.05, 0.23], [-1.65, -0.38, -0.73], [0.04, -0.77, -0.11], [0.22, -0.65, -0.06], [-0.40, 2.18, -1.22]],
  "nbo_charge": [-0.79, 0.50, -0.77, -0.48, -0.28, -0.16, 0.07, 0.42, 0.39, 0.39, 0.40, 0.20, 0.12]
}

---

Entry 6:
{
  "formula": "C3H6N2S2",
  "method": "ωB97M-V with the def2-TZVPD basis set",
  "energy_ha": -1023.6867,
  "e_homo_ha": [-0.2916, -0.2916],
  "lumo_ev": [0.50, 0.50],
  "de_lowest_ev": 3.163,
  "species": ["C", "C", "C", "N", "N", "S", "S", "H", "H", "H", "H", "H", "H"],
  "positions_angstrom": [[0.360, -0.507, -0.644], [-2.304, -0.217, -0.756], [1.128, 0.208, 0.449], [-0.168, -1.724, -0.212], [-1.297, -2.007, -0.104], [-0.911, 0.521, -1.433], [-3.172, 0.239, 0.701], [0.963, -0.887, -1.469], [-2.766, -0.816, -1.527], [0.326, 0.590, 1.073], [1.683, 1.025, -0.044], [1.949, -0.418, 0.929], [-2.108, 0.530, 1.421]],
  "atomic_forces_ev_per_a": [[1.95, -0.37, -0.95], [1.24, -2.28, 0.39], [1.37, -0.31, -0.56], [-0.94, -1.18, 1.37], [-0.88, 1.31, -0.74], [-0.63, 0.87, -0.21], [-0.76, 0.06, -0.65], [0.65, 0.70, -0.17], [-1.06, 0.31, 0.33], [0.57, 0.20, 0.76], [-0.51, -0.04, 0.40], [-1.51, 0.58, -0.28], [0.52, 0.13, 0.32]],
  "nbo_charge": [-0.24, -0.62, -0.62, -0.10, 0.02, 0.22, 0.07, 0.24, 0.24, 0.22, 0.23, 0.23, 0.11]
}